Entry 1:
Below is a cluster of 8 separate species, H16O8 in total, with properties calculated with ωB97M-V/def2-TZVPD.

ORCA input file:
```
! RIJCOSX wB97M-V def2-TZVPD def2/J DEFGRID3
* xyz 0 1
O 2.3018 2.4968 1.2599
O 1.9572 -2.2298 -2.4445
O -0.3270 0.0575 -2.7439
O -1.0803 -0.1051 -0.0758
O -2.5509 2.9100 2.8448
O -1.9045 -3.6106 -0.6260
O 0.6486 -0.3110 3.9237
O 0.1995 2.4797 -1.3054
H 1.3405 -2.4143 -1.7271
H -2.5966 -3.9839 -1.1833
H -2.7373 1.9653 2.8873
H 0.2305 0.7283 -3.1541
H 2.8900 2.3952 0.5031
H -0.3703 2.2381 -2.0443
H -1.7185 -4.3064 0.0146
H 0.9057 1.8242 -1.3299
H 2.7485 2.0217 1.9696
H -0.0472 -0.7660 -3.1593
H 0.1305 -1.0809 3.6635
H 1.5087 -2.5617 -3.2305
H -2.0140 3.0076 2.0503
H -0.5135 0.6071 0.2411
H -0.4828 -0.6786 -0.5688
H 1.4814 -0.6831 4.2351
*
```

Summary:
E_LUMO	0.033	eV
SMILES	O.O.O.O.O.O.O.O
HOMO level	-10.6	eV
calculated total energy	-611.4705	Eh
gap between HOMO and LUMO	10.59	eV
relative energy (zero: lowest compared OMol25 entry of this formula, charge and spin)	294.4	kJ/mol

---

Entry 2:
Below is a structure of composition C33H27CdClN3O7S2Sb, with properties calculated with ωB97M-V/def2-TZVPD.

ORCA input file:
```
! RIJCOSX wB97M-V def2-TZVPD def2/J DEFGRID3
* xyz -2 1
Sb 0.2296 -1.9437 -0.1370
Cd -0.4816 1.4459 -1.3452
Cl 1.2585 3.8612 -2.0784
S -1.8682 -1.2401 -0.6549
S 1.2698 -1.4488 -4.9630
O 0.4443 0.3030 0.5678
O 0.9270 4.8988 -1.1470
O -2.6107 2.1402 -1.5736
O -3.0875 0.6861 1.8670
O 2.2505 4.3120 -3.0102
O 0.0576 3.4284 -2.7887
O 1.7576 2.6925 -1.3492
N 0.2112 0.0775 -2.8694
N -2.0549 3.6032 0.1533
N -0.9954 2.7480 0.4017
C 2.2961 0.3102 2.0530
C 3.0579 0.9417 3.0141
C -4.0021 5.3867 -0.7929
C -5.0845 6.1792 -1.1438
C -0.2714 3.0305 1.4133
C 0.3533 -2.8996 4.6763
C 0.1033 -3.9631 -0.9185
C -0.5844 -1.7413 2.7849
C 0.6495 -0.5319 -3.7631
C 2.7448 2.2297 3.4385
C -6.0495 4.3363 -2.3438
C 4.1828 -0.4437 -1.4506
C -2.7722 3.1829 -0.8713
C -0.5594 -1.9961 4.1491
C -6.1136 5.6559 -1.9173
C -4.9613 3.5464 -2.0018
C 2.8552 -0.5035 -1.0542
C 0.1516 -5.3860 -2.8722
C 2.2736 -1.7274 -0.7503
C 4.9439 -1.6010 -1.5229
C -3.9365 4.0632 -1.2179
C 0.3105 -2.3905 1.9426
C 0.2855 -4.1339 -2.2915
C 0.8665 2.2523 1.8869
C 1.1808 0.9323 1.4549
C 4.3734 -2.8223 -1.1997
C -0.2266 -5.0705 -0.1453
C 1.2296 -3.2884 2.4738
C -0.1666 -6.4887 -2.0883
C 1.2514 -3.5461 3.8384
C -0.3587 -6.3287 -0.7243
C 1.6529 2.8563 2.8703
C 3.0366 -2.8883 -0.8278
H -1.2828 -1.0180 2.3777
H -6.9584 6.2772 -2.1919
H -0.2689 -7.4681 -2.5412
H -5.1249 7.2124 -0.8184
H -6.8470 3.9234 -2.9507
H 5.9775 -1.5536 -1.8445
H 1.3851 3.8599 3.1845
H -1.2515 -1.4773 4.8009
H -0.3933 -4.9562 0.9199
H -4.8780 2.5217 -2.3378
H 0.5413 -3.2882 -2.9233
H 1.9733 -4.2429 4.2476
H -3.1904 5.7715 -0.1919
H 4.9604 -3.7316 -1.2536
H 3.9089 0.4216 3.4400
H 1.9439 -3.7834 1.8241
H -2.8756 0.0770 1.1410
H 4.6091 0.5178 -1.7057
H 2.2933 0.4122 -0.9844
H -2.5588 1.4641 1.6527
H -0.5219 3.9335 1.9751
H 2.5544 -0.6892 1.7321
H -0.6157 -7.1829 -0.1076
H 2.5953 -3.8536 -0.6112
H 3.3388 2.7287 4.1934
H 0.2955 -5.4976 -3.9402
H 0.3703 -3.0956 5.7418
*
```

Summary:
E_LUMO	4.203	eV
HOMO level	-2.7	eV
calculated total energy	-3629.1282	Eh
gap between HOMO and LUMO	6.92	eV
relative energy (zero: lowest compared OMol25 entry of this formula, charge and spin)	33.2	kJ/mol

---

Entry 3:
Below is a cluster of 2 separate species, C6H12N2 in total in a non-equilibrium geometry, with properties calculated with ωB97M-V/def2-TZVPD.

ORCA input file:
```
! RIJCOSX wB97M-V def2-TZVPD def2/J DEFGRID3
* xyz 0 1
N 3.7722 -0.2598 -0.0512
N 3.9560 -0.5335 -1.2398
C -0.5809 -0.0505 0.0616
C -0.0326 1.3389 -0.0255
C -1.4585 -0.9926 -0.6099
C -0.8954 2.6093 0.3499
C -2.2392 -1.9364 0.2694
C 0.2594 0.2915 0.9876
H 4.3637 -0.8944 0.5539
H 4.7137 -1.2731 -1.5052
H -0.7098 -1.5847 -1.2028
H -2.2042 -0.7400 -1.4360
H 0.7620 1.5822 -0.7687
H 0.8891 0.2854 1.8826
H -2.7411 -2.6982 -0.3548
H -0.8939 3.3034 -0.4904
H -0.5510 3.1930 1.2002
H -1.8433 2.2706 0.6042
H -1.5104 -2.3875 0.9052
H -3.0557 -1.5235 0.8700
*
```

Summary:
E_LUMO	0.789	eV
SMILES	CCC1=C[C@@H]1C.[H]/N=N\[H]
HOMO level	-8.6	eV
calculated total energy	-345.1372	Eh
gap between HOMO and LUMO	9.42	eV
relative energy (zero: lowest compared OMol25 entry of this formula, charge and spin)	500.6	kJ/mol